[1]
11
Properties=species:S:1:pos:R:3 method="wB97M-V/def2-TZVPD" e_above_lowest_kj_mol=177.55 energy_ev=-11364.17211 smiles="O=COCOC=O" homo_ev=-10.6907 mol_weight_g_mol=104.061 orbital_gap_ev=11.441
O -0.83 -0.75 0.12
O 0.88 0.79 -0.10
O 2.69 -0.64 -0.04
O -2.67 0.53 -0.17
C -2.02 -0.47 -0.37
C -0.20 0.15 0.83
C 2.10 0.32 -0.36
H -2.26 -1.36 -0.93
H 0.42 -0.46 1.68
H -0.67 1.22 1.03
H 2.63 1.19 -0.86



[2]
73
Properties=species:S:1:pos:R:3 method="wB97M-V/def2-TZVPD" energy_ev=-118983.77484 homo_ev=-7.8658 mol_weight_g_mol=743.652 orbital_gap_ev=6.920
Cl 3.82 1.97 2.55
Cl -1.10 0.46 -1.64
Cl -0.23 0.87 1.78
S 0.22 -2.56 -1.19
P 1.11 -0.46 -1.82
F -5.10 -2.26 -0.90
F -3.88 -0.69 -0.11
F -2.72 -2.06 -2.20
F -3.11 -3.93 -1.19
F -4.09 -2.52 0.99
F -1.38 -3.72 0.51
F -1.50 -1.57 0.68
O 1.19 -0.25 -0.17
O -0.11 -3.33 -2.38
O 1.09 -3.15 -0.20
O 1.60 0.50 -5.39
O 1.75 1.10 -2.07
O -2.10 4.65 2.08
O 3.54 -1.01 -3.27
O -2.71 0.50 3.10
O -0.45 3.96 0.74
N 3.78 -1.68 -0.90
N -4.81 0.27 2.16
C 1.51 2.04 4.00
C -3.97 -2.01 -0.26
C -6.05 0.16 3.00
C 2.11 1.71 2.67
C 5.13 -1.13 -0.80
C 1.97 0.83 0.25
C -3.49 -1.79 2.96
C -1.71 4.07 1.10
C -0.22 3.13 -0.42
C -3.52 -0.31 2.85
C -2.78 -2.64 -1.01
C -1.44 -2.58 -0.21
C 1.45 1.23 1.61
C 1.24 3.17 -0.82
C 0.59 -0.74 -3.61
C 3.87 -3.13 -1.16
C 2.07 1.87 -0.92
C 3.51 2.33 -1.08
C 0.80 0.44 -4.48
B 2.98 -1.17 -2.03
H -4.96 -0.18 1.26
H -6.31 -0.89 3.11
H 3.30 -1.64 -3.95
H -4.58 1.25 2.00
H 5.09 -0.10 -0.46
H 0.98 1.18 4.40
H 5.70 -1.69 -0.05
H 1.76 3.79 -0.09
H 0.13 1.29 -4.26
H -0.52 2.13 -0.16
H 3.00 -3.49 -1.70
H -0.87 3.46 -1.23
H 4.13 1.50 -1.41
H 2.29 2.32 4.70
H -3.39 -2.22 1.95
H 4.76 -3.39 -1.74
H 2.99 0.47 0.42
H 3.55 3.09 -1.86
H 3.87 -3.67 -0.21
H -2.39 3.55 0.40
H 3.90 2.77 -0.16
H 0.80 2.86 3.90
H 5.69 -1.17 -1.74
H -0.48 -0.94 -3.59
H -6.85 0.69 2.51
H -2.61 -2.06 3.54
H -4.39 -2.19 3.42
H -5.84 0.61 3.97
H 1.08 -1.63 -4.01
H 1.33 3.67 -1.78